The following is a DFT calculation (ωB97M-V/def2-TZVPD) of 11 unconnected molecules or ions with the total composition C37H81F8NO28S9 at a distorted geometry.

Structure (XYZ):
```
164
Properties=species:S:1:pos:R:3
O 6.95 17.00 25.55
S 6.98 15.55 25.46
O 5.76 14.80 25.43
O 7.82 15.14 24.14
C 8.94 15.97 23.82
C 9.66 15.48 22.58
C 8.02 14.90 26.79
H 9.65 15.96 24.66
H 8.65 17.02 23.75
H 10.41 16.24 22.34
H 9.01 15.29 21.73
H 10.19 14.56 22.82
H 8.92 15.51 26.74
H 8.37 13.93 26.43
H 7.58 14.96 27.77
O 9.70 23.81 24.33
S 10.85 23.07 24.80
O 10.72 22.20 25.95
O 11.40 22.24 23.53
C 12.50 21.34 23.79
C 12.25 20.01 23.12
C 12.17 24.25 25.10
H 12.52 21.09 24.85
H 13.43 21.89 23.63
H 12.12 19.97 22.05
H 11.47 19.47 23.65
H 13.16 19.44 23.36
H 11.81 25.02 25.78
H 12.44 24.68 24.14
H 13.04 23.76 25.52
O 14.16 23.67 26.98
S 13.97 22.66 27.98
O 12.71 22.58 28.68
O 14.27 21.19 27.29
C 13.97 20.06 28.08
C 13.27 19.01 27.23
C 15.33 22.74 29.16
H 13.28 20.26 28.90
H 14.84 19.56 28.51
H 13.16 18.08 27.80
H 13.98 18.67 26.47
H 12.39 19.37 26.70
H 15.39 21.76 29.63
H 15.03 23.48 29.89
H 16.23 23.03 28.63
O 17.18 8.89 23.25
S 17.31 10.24 22.79
O 16.12 10.96 22.41
O 18.07 11.10 23.93
C 17.91 12.52 23.86
C 18.80 13.13 24.92
C 18.60 10.23 21.45
H 16.88 12.82 24.06
H 18.17 12.91 22.87
H 18.71 12.70 25.92
H 18.57 14.19 25.04
H 19.86 13.03 24.69
H 18.91 11.26 21.28
H 18.08 9.85 20.58
H 19.40 9.63 21.86
O 14.66 16.15 26.65
S 15.45 15.45 27.62
O 16.88 15.59 27.74
O 14.77 15.77 29.06
C 15.35 15.15 30.21
C 15.13 15.97 31.47
C 15.07 13.68 27.45
H 16.41 14.93 30.02
H 14.94 14.14 30.33
H 14.11 16.36 31.37
H 15.85 16.79 31.49
H 15.17 15.43 32.40
H 15.76 13.15 28.10
H 15.24 13.37 26.43
H 14.04 13.56 27.77
O 13.87 7.21 24.60
S 13.12 8.39 24.92
O 11.70 8.47 24.64
O 13.37 8.66 26.54
C 12.68 9.74 27.20
C 13.10 9.50 28.66
C 13.89 9.88 24.33
H 11.61 9.55 27.10
H 12.86 10.76 26.88
H 12.51 8.70 29.10
H 12.99 10.43 29.24
H 14.14 9.20 28.78
H 14.93 9.87 24.60
H 13.36 10.67 24.86
H 13.65 10.00 23.28
O 9.33 11.81 18.75
S 8.88 11.42 20.05
O 7.49 11.57 20.39
O 9.29 9.85 20.32
C 8.58 9.19 21.38
C 9.37 7.92 21.66
C 9.88 12.23 21.27
H 7.60 8.90 21.00
H 8.42 9.81 22.26
H 9.19 7.24 20.82
H 9.09 7.35 22.55
H 10.44 8.09 21.62
H 9.72 11.84 22.27
H 9.67 13.29 21.16
H 10.92 12.07 20.99
O 17.47 15.72 23.22
S 17.76 16.76 22.25
O 17.12 16.66 20.97
O 17.58 18.27 22.80
C 17.85 18.46 24.20
C 16.54 18.56 24.96
C 19.52 16.72 21.99
H 18.37 19.42 24.23
H 18.49 17.70 24.64
H 16.70 18.93 25.97
H 15.99 17.61 25.01
H 15.86 19.24 24.45
H 20.06 17.28 22.75
H 19.63 17.13 20.99
H 19.85 15.69 22.07
O 14.55 13.39 24.25
S 13.77 13.53 23.04
O 12.81 12.51 22.73
O 13.10 14.99 23.04
C 13.88 16.12 23.47
C 12.95 17.11 24.14
C 14.92 13.78 21.68
H 14.28 16.59 22.56
H 14.77 15.88 24.06
H 12.32 16.67 24.91
H 12.36 17.64 23.40
H 13.62 17.85 24.59
H 15.85 14.19 22.07
H 14.49 14.28 20.83
H 15.22 12.76 21.42
N 10.80 12.97 26.48
C 11.52 14.12 26.52
C 11.73 14.82 27.70
C 11.35 14.23 28.90
C 10.73 13.01 28.86
C 10.47 12.41 27.63
H 11.92 14.47 25.58
H 12.32 15.72 27.67
H 11.58 14.65 29.88
H 10.50 12.45 29.76
H 9.97 11.45 27.57
C 15.23 19.67 20.34
C 15.62 20.81 21.29
C 16.99 21.42 20.90
F 17.97 20.53 21.16
F 17.07 21.75 19.60
F 14.70 21.82 21.22
F 15.65 20.43 22.59
O 13.89 19.31 20.64
C 13.49 18.12 20.00
C 13.10 18.42 18.54
F 14.08 19.04 17.83
F 12.70 17.31 17.88
F 14.45 17.21 20.17
F 12.39 17.73 20.62
H 15.94 18.86 20.54
H 15.42 20.07 19.34
H 17.12 22.31 21.53
H 12.24 19.09 18.51
```

Summary:
Total energy   -217754.82063 eV
Orbital gap   0.3677 Eh
Net charge   0
SMILES   FC(F)C(F)(F)COC(F)(F)C(F)F.CCOS(C)(=O)=O.CCOS(C)(=O)=O.CCOS(C)(=O)=O.CCOS(C)(=O)=O.CCOS(C)(=O)=O.CCOS(C)(=O)=O.CCOS(C)(=O)=O.CCOS(C)(=O)=O.CCOS(C)(=O)=O.c1ccncc1
Molecular weight   1428.621 g mol⁻¹
Max |F|   0.0455 hartree/bohr
2S+1   1

=====

The following is a DFT calculation (ωB97M-V/def2-TZVPD) of a molecular structure, C37H81N7O18S2 at a distorted geometry.

Structure (XYZ):
```
145
Properties=species:S:1:pos:R:3
C -0.01 4.53 -2.45
C 0.21 5.59 -1.39
O -0.27 6.71 -1.52
N 1.06 5.27 -0.39
C 1.47 6.09 0.73
H -0.14 3.54 -2.02
H 0.67 4.60 -3.30
H -1.00 4.75 -2.86
H 1.43 4.33 -0.41
H 2.54 5.97 0.88
H 0.92 5.80 1.63
H 1.32 7.14 0.49
C 1.07 1.37 4.50
C 1.26 0.18 5.39
O 2.37 -0.12 5.84
N 0.12 -0.37 5.86
C 0.07 -1.53 6.70
H 1.84 1.42 3.73
H 1.21 2.29 5.06
H 0.08 1.36 4.06
H -0.74 -0.11 5.39
H 0.81 -1.43 7.49
H 0.32 -2.50 6.25
H -0.92 -1.63 7.13
C -5.80 -2.51 -0.75
C -4.93 -1.82 -1.81
O -4.31 -0.79 -1.56
N -4.82 -2.39 -3.03
C -4.00 -1.84 -4.11
H -6.13 -3.46 -1.18
H -6.57 -1.81 -0.45
H -5.18 -2.68 0.13
H -5.35 -3.22 -3.23
H -4.14 -0.76 -4.09
H -4.30 -2.19 -5.09
H -2.99 -2.17 -3.85
C -2.15 5.87 1.95
C -2.96 4.63 2.35
O -4.15 4.63 2.60
N -2.23 3.50 2.23
C -2.71 2.14 2.52
H -2.44 6.18 0.95
H -1.09 5.61 2.01
H -2.30 6.69 2.65
H -1.30 3.49 1.86
H -2.06 1.82 3.33
H -2.57 1.42 1.71
H -3.74 2.04 2.85
C -2.57 1.43 -3.35
C -1.65 0.99 -4.48
O -0.44 0.97 -4.31
N -2.25 0.53 -5.61
C -1.47 0.03 -6.74
H -3.56 1.64 -3.75
H -2.12 2.26 -2.82
H -2.63 0.51 -2.79
H -3.23 0.72 -5.74
H -1.47 0.77 -7.53
H -1.88 -0.92 -7.08
H -0.44 -0.18 -6.45
C -4.25 -0.87 6.19
C -3.43 -0.94 4.95
O -2.46 -0.20 4.75
N -3.75 -1.88 4.05
C -3.10 -2.08 2.77
H -5.32 -0.88 6.04
H -3.92 0.01 6.73
H -4.03 -1.72 6.84
H -4.55 -2.45 4.24
H -3.27 -3.10 2.45
H -2.04 -1.86 2.80
H -3.57 -1.41 2.04
C 3.52 -0.48 0.31
C 4.37 0.65 0.85
O 5.59 0.58 0.85
N 3.67 1.58 1.53
C 4.16 2.81 2.09
H 2.80 -0.75 1.08
H 4.21 -1.24 -0.03
H 2.87 -0.05 -0.46
H 2.69 1.48 1.72
H 3.74 2.92 3.10
H 3.65 3.70 1.69
H 5.23 2.98 2.09
C -1.02 0.33 -0.82
C -0.35 -0.54 0.25
O 0.43 0.35 1.03
S 0.51 1.86 0.40
O 1.62 1.93 -0.51
O 0.46 2.81 1.49
O -0.96 1.64 -0.26
H -2.04 0.03 -1.02
H -0.47 0.32 -1.76
H 0.27 -1.34 -0.14
H -1.05 -1.07 0.91
C 1.97 -3.62 3.58
C 1.70 -2.94 2.24
O 0.80 -3.82 1.53
S 0.28 -5.03 2.54
O 1.14 -6.15 2.35
O -1.14 -5.24 2.68
O 0.72 -4.20 3.87
H 2.39 -2.95 4.34
H 2.72 -4.41 3.51
H 2.56 -2.71 1.63
H 1.19 -1.99 2.41
C -0.71 -4.44 -1.68
C -1.91 -5.16 -1.05
C -1.29 -6.55 -0.71
O -0.44 -6.78 -1.80
C 0.22 -5.57 -2.12
H -0.16 -3.83 -0.96
H -0.98 -3.64 -2.37
H -2.59 -5.37 -1.87
H -2.31 -4.58 -0.22
H -2.06 -7.29 -0.54
H -0.78 -6.36 0.25
H 0.45 -5.61 -3.18
H 1.18 -5.48 -1.60
C 1.47 -2.05 -3.61
C 2.68 -3.00 -3.76
C 3.63 -2.33 -2.80
O 3.40 -0.90 -2.95
C 2.14 -0.68 -3.59
H 0.81 -2.14 -2.75
H 0.88 -2.21 -4.52
H 2.90 -2.98 -4.83
H 2.34 -4.00 -3.52
H 4.66 -2.62 -3.00
H 3.29 -2.48 -1.78
H 2.27 -0.43 -4.65
H 1.52 0.11 -3.16
C 5.31 3.11 -1.44
C 4.34 4.13 -2.01
C 4.36 3.78 -3.50
O 4.51 2.36 -3.54
C 4.84 1.87 -2.22
H 5.05 2.98 -0.39
H 6.29 3.51 -1.68
H 4.67 5.17 -1.87
H 3.36 4.05 -1.54
H 5.27 4.20 -3.95
H 3.50 4.21 -4.01
H 5.65 1.16 -2.33
H 3.93 1.42 -1.80
```

Summary:
Total energy   -108637.29000 eV
Orbital gap   0.3289 Eh
Net charge   0
Energy above the lowest of the compared OMol25 structures with the same formula, charge and spin   284.5 kJ/mol
Molecular weight   976.220 g mol⁻¹
Max |F|   0.0523 hartree/bohr
2S+1   1